[1]
17
Properties=species:S:1:pos:R:3:forces:R:3:nbo_charge:R:1 method="wB97M-V/def2-TZVPD" e_tot_ha=-359.46682 gap_ev=10.881 de_lowest_kj_mol=454.4 lumo_ev=-3.5 homo_energy_ev=-14.38 charge=+1
C -1.344 -0.475 -0.927 -1.5 0.4 -1.6 -0.078
C -0.778 0.611 1.150 6.4 -1.5 -0.9 -0.082
C 3.019 0.115 -0.408 -2.2 -0.3 1.6 0.356
N -0.837 0.834 -0.283 -4.0 1.3 -0.9 -0.533
N -0.739 -1.387 -0.067 -0.2 -1.2 -0.1 -0.435
N -0.797 -0.857 1.208 2.5 1.2 0.3 -0.420
O 1.846 0.425 -0.586 1.6 -0.2 0.5 -0.612
H -2.471 -0.547 -0.834 1.2 0.5 0.0 0.220
H -1.095 -0.517 -2.050 0.0 0.0 1.9 0.257
H 0.247 1.076 1.514 -2.0 -1.0 -0.7 0.217
H -1.495 0.935 1.745 -3.6 2.1 2.0 0.213
H 3.657 -0.120 -1.184 1.4 -0.1 -2.3 0.134
H 3.490 -0.116 0.567 -0.6 0.6 0.2 0.137
H -1.321 1.682 -0.578 -0.4 0.0 0.1 0.441
H 0.207 -1.589 -0.267 1.0 -0.3 -0.5 0.376
H -1.645 -1.011 1.601 -3.1 -1.7 1.4 0.354
H 0.056 0.941 -0.602 3.5 0.3 -1.1 0.455

***

[2]
17
Properties=species:S:1:pos:R:3:forces:R:3:nbo_charge:R:1 method="wB97M-V/def2-TZVPD" e_tot_ha=-359.48885 gap_ev=9.131 de_lowest_kj_mol=396.6 lumo_ev=-5.4 homo_energy_ev=-14.56 charge=+1
C -0.992 -1.582 0.622 -1.5 -0.4 0.1 0.536
C -1.361 1.195 -0.505 0.8 -1.1 1.9 -0.729
C -0.189 0.309 -0.830 -0.5 -1.6 0.2 0.368
N 1.536 1.198 1.055 -0.6 0.2 -1.2 -1.082
N -0.165 -0.945 -0.388 0.8 1.5 0.5 -0.247
N 0.819 -1.834 -0.739 0.9 -0.8 -2.3 -0.631
O -1.926 -1.096 1.153 -0.2 1.0 0.2 -0.438
H -0.769 -2.634 0.759 0.8 -0.2 -0.2 0.186
H -1.853 1.113 0.528 1.4 0.1 -1.3 0.304
H -2.179 0.950 -1.122 -1.0 -0.5 -1.3 0.290
H -1.018 2.144 -0.767 0.0 1.9 -0.1 0.249
H 0.596 0.547 -1.652 -1.4 -0.2 1.8 0.264
H 0.952 2.031 1.010 0.4 -0.2 0.4 0.380
H 2.516 1.444 1.039 -0.1 0.0 0.2 0.397
H 1.013 -1.657 -1.718 0.1 -0.5 -0.2 0.376
H 1.724 -1.803 -0.282 -0.3 0.6 0.9 0.397
H 1.294 0.621 1.837 0.1 0.1 0.5 0.380

***

[3]
17
Properties=species:S:1:pos:R:3:forces:R:3:lowdin_spin:R:1 method="wB97M-V/def2-TZVPD" e_tot_ha=-359.05869 gap_ev="11.156 / 5.429" de_lowest_kj_mol=101.1 lumo_ev="-8.9 / -14.1" spin_multiplicity=2 homo_energy_ev="-20.06 / -19.56" charge=+2
C -1.674 0.368 -2.345 -0.1 0.0 0.0 0.000
C 0.676 0.980 -1.789 -2.4 -1.4 -0.6 0.000
N -0.269 0.093 -2.016 2.3 1.1 0.3 0.001
H -2.325 0.063 -1.521 0.1 0.0 -0.1 0.000
H -1.907 -0.217 -3.243 0.0 0.1 0.2 0.000
H -1.771 1.425 -2.570 -0.1 0.0 0.1 0.000
H 0.434 2.032 -1.630 -0.2 -0.2 -0.4 0.000
H 1.703 0.675 -1.785 0.4 -0.4 0.2 0.000
H 0.011 -0.903 -2.063 -0.1 0.7 -0.2 0.000
N 1.037 0.716 1.938 1.2 -1.2 -1.2 0.399
C 0.236 -0.350 1.583 -2.9 1.2 -1.3 0.062
N 0.867 -1.591 1.633 -0.6 0.2 1.5 0.554
O -0.925 -0.221 1.223 1.9 -0.5 0.6 -0.059
H 2.028 0.643 1.666 -0.2 0.3 0.9 0.007
H 0.591 1.605 1.786 -0.2 0.7 0.5 0.011
H 1.589 -1.729 2.320 1.2 -0.1 0.1 0.012
H 0.190 -2.345 1.669 -0.2 -0.6 -0.7 0.013

***

[4]
17
Properties=species:S:1:pos:R:3:forces:R:3:nbo_charge:R:1 method="wB97M-V/def2-TZVPD" e_tot_ha=-682.77909 gap_ev=6.866 de_lowest_kj_mol=113.3 lumo_ev=4.0 homo_energy_ev=-2.86 charge=-1
N 2.205 1.148 1.941 0.8 -0.2 0.5 -0.852
C 1.761 0.152 1.067 0.9 -0.7 -1.6 0.243
N 2.510 -0.298 0.103 -1.5 0.9 1.2 -0.772
H 3.241 1.212 1.991 -1.3 0.0 0.0 0.377
H 1.701 1.341 2.816 0.4 -0.5 -0.9 0.373
H 0.726 -0.209 1.185 0.3 0.4 0.1 0.180
H 1.879 -0.875 -0.516 0.6 0.1 0.9 0.393
C -1.983 0.011 -1.057 0.2 0.1 0.1 -0.232
C -0.594 -0.320 -1.653 -0.3 0.2 0.2 -0.523
S -0.112 -1.939 -0.885 0.2 0.2 -0.8 -0.688
N -1.806 0.140 0.405 -1.2 0.0 0.6 -0.896
H -2.662 -0.814 -1.321 0.1 0.1 0.0 0.161
H -2.391 0.945 -1.455 0.0 0.1 -0.1 0.153
H 0.113 0.521 -1.406 -0.5 -0.8 -0.1 0.186
H -0.662 -0.358 -2.762 0.0 -0.2 0.6 0.184
H -1.215 -0.680 0.609 -0.3 0.1 0.2 0.383
H -2.712 0.023 0.939 1.4 0.1 -1.0 0.331

***

[5]
17
Properties=species:S:1:pos:R:3:forces:R:3:lowdin_spin:R:1 method="wB97M-V/def2-TZVPD" e_tot_ha=-682.31655 gap_ev="4.734 / 4.775" de_lowest_kj_mol=219.4 lumo_ev="-3.8 / -8.9" spin_multiplicity=3 homo_energy_ev="-8.54 / -13.65" charge=+1
C 1.263 0.391 -0.031 2.4 2.1 0.9 0.436
C -1.991 -1.347 -0.094 4.9 -1.4 -1.6 0.045
C -1.111 -0.152 -0.451 2.4 -2.4 1.8 0.099
N 2.462 0.029 0.540 0.7 -1.0 0.5 0.178
N 1.203 1.621 -0.631 -1.3 -0.1 -0.9 0.153
N 0.206 -0.432 0.033 -2.3 -0.7 0.1 0.260
S -1.859 1.351 0.250 0.1 0.5 2.1 0.710
H -2.166 -1.225 0.898 -0.8 -0.3 3.1 0.003
H -2.835 -1.249 -0.627 -3.1 -0.5 -1.9 0.001
H -1.307 -2.294 -0.292 -2.0 1.7 0.2 0.008
H -0.983 0.103 -1.442 -0.5 0.5 -2.6 0.016
H 3.236 0.053 -0.107 0.4 -0.1 0.0 0.023
H 2.559 -0.775 1.177 -0.4 0.7 -0.5 0.007
H 2.013 2.199 -0.555 0.0 0.4 0.2 0.010
H 0.290 2.041 -0.515 0.8 0.9 -0.2 0.030
H 0.547 -1.344 0.265 -1.0 -0.8 0.2 0.005
H -1.527 1.032 1.584 -0.3 0.4 -1.3 0.014

***

[6]
17
Properties=species:S:1:pos:R:3:forces:R:3:nbo_charge:R:1 method="wB97M-V/def2-TZVPD" e_tot_ha=-339.19184 gap_ev=8.098 de_lowest_kj_mol=357.3 lumo_ev=0.7 homo_energy_ev=-7.40 charge=0
N 1.998 1.609 0.419 -2.0 0.5 -0.4 -0.657
C 1.722 0.413 0.280 2.6 0.1 -0.6 0.362
C 1.933 -0.787 -0.262 -0.1 -0.4 1.5 -0.255
N 1.133 -1.911 0.083 -0.9 -0.4 -0.9 -0.811
H 1.927 2.040 1.340 0.8 -0.5 0.1 0.369
H 2.955 -1.030 -0.531 0.1 0.3 0.2 0.225
H 1.451 -2.778 -0.335 0.2 0.2 -0.1 0.361
H 0.182 -1.745 -0.235 0.0 -0.2 0.4 0.374
C -2.093 -0.268 -0.574 0.1 0.0 -0.1 -0.409
N -0.835 0.286 -0.082 0.1 0.4 -1.0 -0.501
N -1.180 1.318 0.842 0.3 0.2 -0.1 -0.672
H -1.889 -1.012 -1.341 0.0 -0.2 -0.1 0.186
H -2.618 -0.730 0.261 0.0 -0.1 -0.1 0.203
H -2.765 0.483 -1.006 0.1 0.1 0.0 0.173
H -0.191 0.550 -0.893 -1.4 0.1 1.5 0.357
H -1.210 2.247 0.420 0.1 -0.3 0.1 0.342
H -0.520 1.314 1.614 -0.1 0.1 -0.3 0.352

***

[7]
17
Properties=species:S:1:pos:R:3:forces:R:3:nbo_charge:R:1 method="wB97M-V/def2-TZVPD" e_tot_ha=-339.28699 gap_ev=9.410 de_lowest_kj_mol=107.5 lumo_ev=0.9 homo_energy_ev=-8.46 charge=0
H -1.342 1.870 -0.324 0.2 -0.1 -0.1 0.334
N -2.023 1.132 -0.241 -0.4 -1.8 0.6 -0.803
C -1.480 -0.036 -0.035 2.3 2.7 -0.8 0.586
N -2.182 -1.172 0.100 -1.9 -0.2 0.0 -0.813
N -0.081 -0.199 0.085 -1.2 -0.2 0.0 -0.697
C 0.805 0.929 0.007 -2.6 2.3 -1.0 -0.254
C 1.989 0.288 0.519 5.4 0.9 0.2 -0.221
N 2.343 -0.803 -0.425 -1.7 0.1 3.0 -0.864
H -3.150 -0.975 0.382 0.7 -0.5 -0.3 0.404
H -1.719 -1.956 0.509 0.0 -0.2 0.3 0.390
H 0.549 -0.909 -0.338 -1.9 -0.7 0.4 0.418
H 0.772 1.278 -1.079 0.8 0.0 1.1 0.180
H 0.489 1.809 0.636 0.2 -1.0 -0.4 0.213
H 1.704 -0.110 1.518 0.6 0.1 -0.7 0.215
H 3.004 0.971 0.626 -2.7 -1.1 0.0 0.170
H 3.187 -1.189 -0.152 1.8 -1.0 -0.1 0.375
H 2.232 -0.583 -1.359 0.4 0.8 -2.1 0.367

***

[8]
17
Properties=species:S:1:pos:R:3:forces:R:3:nbo_charge:R:1 method="wB97M-V/def2-TZVPD" e_tot_ha=-338.56035 gap_ev=6.238 de_lowest_kj_mol=406.1 lumo_ev=-9.6 homo_energy_ev=-15.81 charge=+2
C 5.968 -0.754 0.497 0.0 0.0 -0.5 0.306
C -9.617 -0.817 0.008 0.1 1.5 0.2 0.288
C -9.440 2.221 0.255 -0.1 -1.3 -0.1 0.200
N -9.730 -1.952 0.113 -0.1 -0.4 -0.1 -0.622
N 5.520 -1.150 -0.691 -0.2 -0.2 -0.5 -0.779
N 6.975 -0.046 0.835 0.7 0.6 1.6 -0.375
N 7.910 0.517 -0.098 -0.2 -0.2 -0.7 -0.540
H 5.386 -1.065 1.358 0.0 0.0 -0.1 0.237
H -9.970 2.216 1.197 -0.1 0.0 0.2 0.218
H -8.362 2.148 0.239 0.2 0.1 0.0 0.216
H -9.989 2.314 -0.671 -0.1 0.1 -0.2 0.220
H -9.842 -2.949 0.157 0.0 0.0 0.0 0.480
H 4.698 -1.733 -0.733 0.1 0.1 0.0 0.434
H 5.983 -0.983 -1.572 -0.1 0.0 0.2 0.401
H 7.956 1.533 0.100 -0.1 -0.5 -0.2 0.455
H 8.846 0.127 0.115 -0.5 0.1 -0.1 0.453
H 7.707 0.374 -1.107 0.3 0.2 0.4 0.409

***

[9]
18
Properties=species:S:1:pos:R:3:forces:R:3:nbo_charge:R:1 method="wB97M-V/def2-TZVPD" e_tot_ha=-414.24851 gap_ev=8.260 de_lowest_kj_mol=957.6 lumo_ev=-0.7 homo_energy_ev=-8.92 charge=0
C -1.349 0.748 0.213 -2.8 0.6 -0.7 -0.260
C -0.273 1.944 0.036 0.9 -5.3 -1.3 -0.251
C 0.571 -1.118 0.124 1.0 -4.5 -0.4 0.675
H -2.297 0.194 -1.944 1.3 0.4 2.9 0.404
H -0.746 -0.362 -1.530 -1.6 0.9 0.3 0.379
H -2.525 1.047 0.487 3.5 -0.5 -0.2 0.232
H -0.862 -0.104 1.049 -2.7 2.8 -2.6 0.177
H -0.209 2.674 0.697 -0.8 4.1 2.4 0.193
H -0.272 2.029 -1.098 0.1 1.0 1.7 0.229
H 1.900 1.611 0.423 -0.4 0.2 0.0 0.370
H 0.991 0.146 -1.251 0.2 0.6 -1.9 0.375
H 0.597 -0.243 1.601 1.4 -3.4 2.2 0.358
H -0.929 -1.534 1.821 4.5 -0.3 -0.8 0.295
N -1.463 0.364 -1.271 -0.1 -2.2 -1.4 -0.954
N 0.995 1.140 0.459 -1.3 5.8 2.6 -0.437
N 0.926 0.128 -0.277 2.1 -7.2 -2.9 -0.472
N 0.742 -1.468 1.498 -5.3 5.8 0.8 -0.673
O 0.282 -2.007 -0.669 0.0 1.2 -0.7 -0.640

***

[10]
18
Properties=species:S:1:pos:R:3:forces:R:3:nbo_charge:R:1 method="wB97M-V/def2-TZVPD" e_tot_ha=-414.60406 gap_ev=9.830 de_lowest_kj_mol=24.1 lumo_ev=0.8 homo_energy_ev=-9.03 charge=0
H -1.007 2.679 0.563 -0.2 0.1 0.0 0.350
N -0.637 1.756 0.387 0.4 0.1 -0.2 -0.785
C -1.482 1.019 -0.223 -0.2 -0.4 0.4 0.311
N -1.230 -0.259 -0.581 -0.3 0.2 -0.1 -0.622
C -2.253 -1.118 -1.112 0.2 -0.5 -1.2 -0.410
H -2.517 1.312 -0.425 0.1 0.1 -0.1 0.145
H -0.292 -0.629 -0.522 0.1 0.2 0.2 0.427
H -1.919 -2.151 -0.991 -0.3 0.0 0.3 0.209
H -3.233 -0.967 -0.675 0.0 0.0 0.4 0.200
H -2.387 -1.024 -2.205 0.1 0.2 0.2 0.184
N 2.223 0.988 1.116 -0.1 0.8 -0.2 -0.884
C 2.515 -0.156 0.404 0.1 -0.1 1.1 0.783
N 1.510 -1.131 0.525 0.0 0.4 -0.3 -0.881
O 3.574 -0.381 -0.126 0.3 -0.1 -0.4 -0.628
H 2.954 1.684 1.093 0.2 -0.2 -0.2 0.387
H 1.314 1.436 0.970 -0.3 -0.6 0.0 0.430
H 1.878 -2.061 0.428 0.1 -0.1 -0.1 0.397
H 0.989 -0.997 1.374 -0.2 -0.1 0.2 0.389